Entry 1:
Below is 14 unconnected molecules or ions with the total composition C30H85F6N4O17S2, with properties calculated with ωB97M-V/def2-TZVPD.

```
144
C30H85F6N4O17S2 ωB97M-V/def2-TZVPD
C -2.281 1.645 -0.949
F -3.481 1.080 -1.106
F -2.022 2.408 -2.013
F -2.292 2.385 0.148
S -1.037 0.276 -0.760
O -0.992 0.086 0.656
O -1.502 -0.796 -1.566
N 0.326 1.004 -1.332
S 1.553 0.220 -0.663
O 2.054 0.832 0.540
O 1.335 -1.191 -0.582
C 2.860 0.451 -1.914
F 2.660 -0.357 -2.944
F 2.889 1.716 -2.332
F 4.039 0.165 -1.357
C 0.686 4.035 0.655
O 0.281 3.901 -0.702
H 0.494 5.068 0.952
H 0.094 3.392 1.318
H 1.746 3.803 0.797
H 0.257 2.952 -0.901
C 4.931 4.422 -1.559
O 4.212 5.028 -2.622
H 5.143 3.402 -1.874
H 5.902 4.909 -1.404
H 4.350 4.372 -0.634
H 3.940 5.910 -2.360
C -2.128 5.784 -2.485
O -2.726 7.077 -2.377
H -1.088 5.826 -2.169
H -2.642 5.045 -1.869
H -2.177 5.411 -3.512
H -3.501 7.017 -1.815
C 2.138 -0.685 4.153
O 3.271 0.079 4.542
H 2.351 -1.732 4.360
H 1.221 -0.344 4.650
H 1.936 -0.599 3.073
H 3.208 0.944 4.081
C -6.679 0.901 -1.480
C -6.184 0.100 -0.316
O -6.498 0.768 0.894
H -6.161 1.854 -1.595
H -7.756 1.058 -1.417
H -6.505 0.348 -2.412
H -5.100 -0.079 -0.389
H -6.626 -0.909 -0.344
H -5.926 0.393 1.602
C -4.500 -3.753 -0.957
C -3.472 -2.972 -0.164
O -3.977 -2.757 1.144
H -5.452 -3.217 -0.932
H -4.690 -4.748 -0.545
H -4.213 -3.885 -2.002
H -3.292 -2.014 -0.664
H -2.496 -3.475 -0.146
H -3.283 -2.331 1.673
C -0.317 -1.023 -4.663
C -0.953 0.352 -4.780
O -0.088 1.338 -4.231
H 0.655 -1.054 -5.166
H -0.956 -1.835 -5.007
H -0.033 -1.152 -3.615
H -1.913 0.340 -4.250
H -1.105 0.665 -5.813
H -0.007 1.176 -3.276
C -5.310 3.967 -0.543
C -5.967 4.727 0.599
O -6.973 5.616 0.129
H -4.965 4.698 -1.279
H -6.007 3.288 -1.037
H -4.458 3.376 -0.219
H -5.254 5.350 1.135
H -6.387 4.001 1.308
H -7.662 5.087 -0.285
C 0.144 -3.882 -2.529
C 0.146 -5.135 -1.669
O 0.346 -6.346 -2.419
H -0.645 -3.895 -3.288
H 1.098 -3.735 -3.036
H -0.080 -3.025 -1.889
H -0.805 -5.161 -1.125
H 0.944 -5.060 -0.940
H -0.489 -6.565 -2.841
C 6.131 2.054 -4.252
C 5.607 0.796 -4.911
O 6.468 -0.281 -4.494
H 7.178 2.204 -4.510
H 6.016 1.967 -3.171
H 5.563 2.930 -4.573
H 5.662 0.908 -5.998
H 4.585 0.592 -4.586
H 6.311 -1.040 -5.061
C 5.493 3.358 3.512
C 4.838 2.548 2.422
C 5.527 1.227 2.162
O 6.879 1.376 1.778
C 7.062 1.892 0.494
N 3.428 2.278 2.757
H 5.203 4.411 3.479
H 6.575 3.353 3.343
H 5.292 2.928 4.493
H 4.852 3.135 1.488
H 4.979 0.678 1.381
H 5.532 0.603 3.057
H 6.942 2.982 0.448
H 6.378 1.424 -0.228
H 8.074 1.636 0.179
H 3.002 3.174 2.971
H 2.927 1.880 1.964
C -0.055 -7.567 2.874
C 0.752 -7.374 1.594
C 1.509 -6.067 1.586
O 0.550 -5.032 1.494
C 1.102 -3.753 1.699
N 1.742 -8.471 1.462
H -0.623 -6.677 3.133
H 0.577 -7.865 3.718
H -0.747 -8.411 2.756
H 0.044 -7.356 0.757
H 2.117 -6.024 0.669
H 2.132 -5.937 2.477
H 1.528 -3.655 2.705
H 0.324 -3.019 1.504
H 1.913 -3.566 0.980
H 2.064 -8.501 0.496
H 1.256 -9.358 1.576
C -3.481 1.703 2.964
C -3.504 0.203 2.714
C -2.448 -0.475 3.565
O -2.455 -1.875 3.343
C -1.348 -2.488 3.950
N -4.872 -0.301 2.930
H -4.283 2.174 2.388
H -2.560 2.156 2.588
H -3.608 1.972 4.015
H -3.211 0.035 1.674
H -2.553 -0.260 4.642
H -1.479 -0.047 3.262
H -1.256 -3.515 3.603
H -1.433 -2.456 5.044
H -0.408 -1.980 3.694
H -4.884 -1.302 2.724
H -5.063 -0.263 3.931
```

Properties
Total charge = -1

=====

Entry 2:
Below is 9 unconnected molecules or ions with the total composition C30H85N11O9, with properties calculated with ωB97M-V/def2-TZVPD.

```
135
C30H85N11O9 ωB97M-V/def2-TZVPD
C 6.686 13.105 14.846
O 7.561 12.938 15.987
C 7.918 14.178 16.543
C 8.906 13.891 17.675
C 9.172 15.184 18.419
N 10.170 13.418 17.116
H 6.529 12.066 14.497
H 7.179 13.652 14.037
H 5.808 13.682 15.093
H 8.401 14.787 15.723
H 6.999 14.636 16.969
H 8.439 13.088 18.281
H 8.176 15.514 18.802
H 9.668 15.915 17.757
H 9.663 14.953 19.395
H 10.103 12.389 17.099
H 10.947 13.482 17.795
C 6.233 18.475 10.793
O 7.026 18.472 9.621
C 8.029 17.465 9.750
C 9.090 17.802 10.819
C 9.635 19.174 10.435
N 10.253 16.897 10.937
H 5.941 17.481 11.053
H 5.350 18.998 10.585
H 6.639 18.991 11.601
H 7.640 16.473 9.993
H 8.511 17.372 8.701
H 8.529 17.915 11.722
H 8.840 19.898 10.404
H 10.117 19.169 9.497
H 10.389 19.367 11.206
H 9.987 15.981 11.256
H 10.911 17.180 11.658
C 12.745 9.064 15.091
O 11.478 8.737 15.672
C 10.950 9.768 16.452
C 9.518 9.315 16.761
C 8.524 9.726 15.614
N 9.109 10.020 17.997
H 13.544 9.149 15.861
H 12.730 9.887 14.404
H 12.878 8.264 14.447
H 11.602 9.905 17.383
H 11.019 10.753 15.998
H 9.543 8.305 16.935
H 7.509 9.276 15.807
H 9.052 9.364 14.760
H 8.393 10.813 15.576
H 9.795 9.906 18.758
H 8.246 9.644 18.258
C 16.773 18.988 13.723
O 15.434 18.440 13.861
C 14.420 18.915 12.929
C 12.986 18.519 13.409
C 12.303 19.318 14.486
N 12.938 17.162 13.969
H 17.223 18.923 12.709
H 17.384 18.499 14.476
H 16.711 20.019 14.154
H 14.455 20.018 12.757
H 14.661 18.423 11.981
H 12.373 18.523 12.535
H 11.240 19.250 14.376
H 12.518 20.371 14.494
H 12.493 19.024 15.483
H 13.508 17.286 14.775
H 13.556 16.575 13.379
C 13.940 10.781 10.494
O 12.976 10.491 11.464
C 11.616 10.704 10.954
C 10.601 9.997 11.839
C 10.693 8.450 11.807
N 9.287 10.560 11.559
H 13.711 11.741 10.001
H 13.987 10.043 9.709
H 14.925 10.888 10.975
H 11.414 11.786 10.872
H 11.597 10.393 9.900
H 10.829 10.217 12.899
H 10.214 8.173 10.841
H 10.113 8.011 12.624
H 11.686 8.102 11.788
H 9.174 10.989 10.613
H 8.547 9.873 11.738
C 14.825 12.168 16.721
O 14.799 13.552 16.365
C 13.951 13.785 15.222
C 14.661 13.505 13.866
C 16.177 13.570 13.869
N 14.084 14.252 12.766
H 15.392 12.069 17.621
H 15.345 11.633 15.928
H 13.808 11.709 16.866
H 13.005 13.289 15.162
H 13.682 14.886 15.247
H 14.416 12.440 13.686
H 16.698 13.527 14.863
H 16.400 14.551 13.494
H 16.666 12.855 13.183
H 14.562 13.941 11.870
H 13.131 13.974 12.558
C 15.705 15.978 6.762
O 14.607 15.396 7.413
C 13.339 16.001 7.293
C 12.336 15.294 8.217
C 12.327 13.781 7.956
N 11.001 15.835 8.166
H 15.631 16.179 5.668
H 16.543 15.269 6.706
H 15.924 16.961 7.248
H 13.341 17.026 7.625
H 12.975 15.864 6.307
H 12.842 15.567 9.176
H 11.970 13.677 6.939
H 11.725 13.234 8.629
H 13.343 13.389 8.051
H 10.927 16.419 7.309
H 10.760 16.371 9.042
N 8.577 13.618 10.091
C 8.068 12.762 9.178
N 8.003 13.242 7.940
O 7.714 11.620 9.552
H 8.991 13.267 10.999
H 9.012 14.415 9.699
H 8.556 14.022 7.674
H 7.793 12.522 7.282
N 10.582 14.834 14.127
C 10.337 13.890 13.169
N 9.832 12.718 13.654
O 10.537 14.073 11.965
H 11.276 15.560 13.955
H 10.496 14.528 15.135
H 9.619 11.978 12.962
H 9.519 12.608 14.571
```

Properties
Relative energy (zero: lowest compared OMol25 entry of this formula, charge and spin) = 49.39 kcal per mole
Structure (SMILES) = COC[C@H](C)N.COC[C@H](C)N.COC[C@H](C)N.COC[C@H](C)N.COC[C@H](C)N.COC[C@H](C)N.COC[C@H](C)N.NC(N)=O.NC(N)=O

=====

no.,lowest unoccupied orbital energy (eV),gap between HOMO and LUMO (Ha)
1,2.29,0.3599
2,0.62,0.3466